i | {"formula": "C2HBr2N3", "method": "wB97M-V/def2-TZVPD", "smiles": "Brc1nnc(Br)[nH]1", "homo_ev": -9.88, "symbols": ["Br", "Br", "N", "N", "C", "C", "N", "H"], "positions_angstrom": [[0.519, 2.814, -1.041], [-0.113, -2.862, 0.078], [-0.769, 1.012, 0.898], [-1.115, -0.327, 1.109], [-0.001, 1.082, -0.187], [-0.209, -1.045, 0.529], [0.521, -0.205, -0.321], [1.168, -0.468, -1.066]], "lowdin_charge": [0.640, 0.758, -0.010, 0.013, -0.703, -0.836, 0.003, 0.134]}



ii | {"formula": "C2HBr2N3", "method": "wB97M-V/def2-TZVPD", "homo_ev": [-8.88, -8.88], "symbols": ["C", "C", "N", "N", "N", "Br", "Br", "H"], "positions_angstrom": [[1.458, -0.245, -0.075], [0.719, -1.274, -0.042], [0.764, 1.189, 0.141], [-0.405, 1.295, 0.146], [-1.330, 0.462, -0.015], [-0.520, -2.544, 0.090], [-3.087, 1.022, 0.061], [2.401, 0.096, -0.307]], "lowdin_charge": [-0.153, -0.584, 0.051, -0.244, -0.529, 0.812, 0.577, 0.069]}



What is the stability order? It is i, ii, from most stable to least stable.



i | {"formula": "C4H8N4", "method": "wB97M-V/def2-TZVPD", "homo_ev": -8.35, "symbols": ["C", "C", "C", "C", "H", "H", "H", "H", "H", "H", "H", "H", "N", "N", "N", "N"], "positions_angstrom": [[-2.619, -0.067, 0.370], [-0.246, -0.051, -0.148], [0.265, 1.137, -0.117], [1.927, -0.144, -0.174], [-3.499, -0.777, 0.095], [-3.358, 0.970, 0.214], [-2.150, -0.339, 1.511], [-1.923, -0.177, -1.509], [-0.309, 2.166, -0.233], [3.585, 0.374, 1.026], [3.575, -0.434, -1.055], [0.788, -1.862, 0.508], [-1.663, -0.428, -0.440], [1.672, 1.179, -0.045], [3.112, -0.582, 0.196], [0.842, -0.966, -0.199]], "lowdin_charge": [-0.306, -0.334, -0.151, -0.689, 0.075, 0.119, 0.153, 0.188, 0.151, 0.240, 0.230, 0.234, -0.145, 0.088, 0.017, 0.129]}



ii | {"formula": "C4H8N4", "method": "wB97M-V/def2-TZVPD", "homo_ev": -9.42, "symbols": ["C", "C", "C", "C", "H", "H", "H", "H", "H", "H", "H", "H", "N", "N", "N", "N"], "positions_angstrom": [[-1.863, -1.999, -1.769], [-0.880, -0.928, -1.258], [-0.340, 0.293, 0.641], [1.703, 1.695, 1.401], [-2.306, -2.589, -0.650], [-1.427, -2.976, -2.537], [-2.761, -1.307, -2.303], [0.660, -1.310, -2.807], [-0.981, 0.574, 1.508], [1.229, 0.883, -0.579], [2.548, 1.574, 0.708], [0.831, 1.146, 3.070], [0.270, -0.759, -1.834], [-1.232, -0.477, 0.040], [0.743, 1.082, 0.380], [1.717, 1.531, 2.771]], "lowdin_charge": [-0.131, -0.575, -0.232, -0.138, 0.137, 0.129, 0.108, 0.141, 0.124, 0.135, 0.103, 0.009, 0.048, 0.053, 0.009, 0.079]}



What is the stability order? It is ii, i, from most stable to least stable.



i | {"formula": "C4H8N4", "method": "wB97M-V/def2-TZVPD", "smiles": "[H]/N=C(/C(N)=N\\[H])N1CC1", "homo_ev": -9.08, "symbols": ["C", "C", "C", "C", "H", "H", "H", "H", "H", "H", "H", "H", "N", "N", "N", "N"], "positions_angstrom": [[-1.003, -0.889, 0.341], [0.072, -0.179, -0.461], [1.684, 1.615, -0.360], [1.086, 1.620, 1.046], [-1.952, -2.663, 0.349], [-1.213, -2.226, -1.243], [-1.030, 0.417, 1.549], [1.205, -0.258, -1.964], [1.552, 2.480, -0.959], [2.564, 1.082, -0.618], [1.340, 0.941, 1.923], [0.626, 2.596, 1.268], [-1.376, -2.049, -0.261], [-1.592, -0.452, 1.370], [0.568, -0.799, -1.489], [0.381, 1.104, -0.148]], "lowdin_charge": [-0.483, -0.346, -0.125, -0.057, 0.120, 0.083, 0.039, 0.005, 0.101, 0.102, 0.139, 0.107, 0.099, 0.128, 0.164, -0.076]}



ii | {"formula": "C4H8N4", "method": "wB97M-V/def2-TZVPD", "smiles": "N/N=C/[C@H]1CC=NN1", "homo_ev": -8.58, "symbols": ["C", "C", "C", "C", "H", "H", "H", "H", "H", "H", "H", "H", "N", "N", "N", "N"], "positions_angstrom": [[-0.139, -0.482, -1.074], [-0.133, 0.433, 0.214], [-1.035, -0.178, 1.203], [-0.314, -0.220, 2.394], [-0.583, 0.032, -4.144], [-0.608, -1.266, -2.869], [-0.423, -1.766, -1.061], [-0.537, 1.383, -0.302], [-1.899, 0.294, 1.253], [-1.177, -1.213, 1.023], [-0.791, -0.739, 3.395], [1.483, 1.607, 0.847], [-0.059, -0.417, -3.301], [0.007, 0.325, -2.095], [0.914, 0.252, 2.319], [1.176, 0.461, 0.996]], "lowdin_charge": [-0.138, -0.307, -0.228, -0.180, 0.110, 0.077, 0.195, 0.150, 0.079, 0.103, 0.167, 0.199, -0.070, -0.080, -0.011, -0.064]}



What is the stability order? It is i, ii, from most stable to least stable.



i | {"formula": "C4H8N4", "method": "wB97M-V/def2-TZVPD", "homo_ev": -8.47, "symbols": ["C", "C", "C", "C", "H", "H", "H", "H", "H", "H", "H", "H", "N", "N", "N", "N"], "positions_angstrom": [[2.542, 0.371, 0.081], [-0.796, 1.570, -0.268], [-1.646, -0.551, 0.914], [-1.621, -0.989, -0.360], [2.451, -1.676, -0.340], [3.050, 1.339, 0.170], [0.792, -0.756, -0.666], [-1.186, 2.569, -0.595], [-0.645, -0.586, 1.627], [-2.855, -0.250, 1.320], [-0.855, -1.431, -1.071], [-2.494, -1.272, -0.940], [3.176, -0.804, -0.127], [1.152, 0.490, 0.496], [0.517, 1.575, 0.095], [-1.583, 0.400, -0.336]], "lowdin_charge": [-0.302, -0.134, -0.105, -0.349, 0.077, 0.101, 0.243, 0.116, 0.154, 0.197, 0.103, 0.109, 0.001, -0.060, -0.061, -0.091]}



ii | {"formula": "C4H8N4", "method": "wB97M-V/def2-TZVPD", "smiles": "N/N=C/N=C/N1CC1", "homo_ev": -8.26, "symbols": ["C", "C", "C", "C", "H", "H", "H", "H", "H", "H", "H", "H", "N", "N", "N", "N"], "positions_angstrom": [[0.007, 1.415, -1.085], [0.350, -0.631, -0.251], [0.248, -2.041, 1.689], [1.452, -1.233, 1.758], [-2.827, 2.313, -2.071], [-1.293, 3.028, -2.212], [0.452, 2.422, -1.445], [-0.526, -1.009, -0.821], [-0.724, -1.553, 1.832], [0.324, -3.075, 1.859], [2.400, -1.748, 2.117], [1.382, -0.197, 2.039], [-1.767, 2.146, -2.235], [-1.237, 1.220, -1.298], [0.802, 0.563, -0.369], [0.956, -1.620, 0.492]], "lowdin_charge": [-0.295, -0.212, -0.111, -0.161, 0.110, 0.035, 0.134, 0.140, 0.123, 0.090, 0.133, 0.101, -0.049, -0.051, 0.077, -0.066]}



What is the stability order? It is ii, i, from most stable to least stable.



i | {"formula": "C4H8N4", "method": "wB97M-V/def2-TZVPD", "smiles": "[H]/N=C1\\CCN(N)C=N1", "homo_ev": -8.85, "symbols": ["C", "C", "C", "C", "H", "H", "H", "H", "H", "H", "H", "H", "N", "N", "N", "N"], "positions_angstrom": [[0.660, 1.196, 0.185], [-0.773, 1.222, -0.363], [-1.486, -0.097, -0.006], [0.482, -1.204, -0.135], [3.118, 0.537, -0.436], [2.829, 0.023, 1.084], [1.210, 1.990, -0.312], [0.710, 1.363, 1.305], [-0.716, 1.308, -1.423], [-1.297, 2.094, 0.062], [-3.230, 0.710, 0.412], [1.098, -2.125, -0.187], [2.659, -0.209, 0.130], [1.282, -0.072, -0.117], [-2.726, -0.211, 0.300], [-0.790, -1.307, -0.112]], "lowdin_charge": [-0.178, -0.101, -0.456, -0.163, 0.105, 0.068, 0.111, 0.141, 0.106, 0.118, 0.059, 0.131, 0.065, -0.218, 0.116, 0.096]}



ii | {"formula": "C4H8N4", "method": "wB97M-V/def2-TZVPD", "smiles": "[H]/N=C(/C=N/N)N1CC1", "homo_ev": -8.89, "symbols": ["C", "C", "C", "C", "H", "H", "H", "H", "H", "H", "H", "H", "N", "N", "N", "N"], "positions_angstrom": [[0.913, 0.699, 0.185], [-0.534, 0.885, -0.007], [-0.972, -1.532, 0.379], [-2.125, -0.797, -0.098], [3.310, 0.622, -0.462], [3.242, -1.168, -0.472], [1.554, 1.481, 0.511], [-2.067, 1.984, -0.241], [-0.623, -2.453, -0.194], [-0.689, -1.296, 1.441], [-2.603, -0.493, 0.748], [-2.732, -1.241, -0.899], [2.945, -0.282, -0.078], [1.527, -0.378, 0.079], [-1.138, 2.012, 0.080], [-0.917, -0.346, -0.538]], "lowdin_charge": [-0.152, -0.409, -0.090, -0.229, 0.100, 0.071, 0.102, 0.029, 0.132, 0.132, 0.086, 0.123, 0.001, -0.019, 0.174, -0.051]}



iii | {"formula": "C4H8N4", "method": "wB97M-V/def2-TZVPD", "homo_ev": -7.94, "symbols": ["C", "C", "C", "C", "H", "H", "H", "H", "H", "H", "H", "H", "N", "N", "N", "N"], "positions_angstrom": [[-3.501, -0.165, 0.654], [0.047, -0.630, 1.165], [0.544, -0.119, 0.061], [3.347, 0.984, -1.669], [-3.711, -1.328, 1.047], [-3.871, 0.082, -0.433], [-4.077, 0.878, 1.350], [0.362, -1.381, 2.021], [-0.342, 0.312, -0.505], [2.725, -0.779, -0.347], [3.921, 1.639, -2.237], [4.018, 0.346, -1.148], [-2.066, 0.007, 0.675], [-1.337, -0.576, 1.500], [1.829, -0.142, -0.477], [2.113, 0.871, -1.655]], "lowdin_charge": [-0.174, -0.196, -0.182, -0.097, 0.111, 0.067, 0.149, 0.124, 0.128, 0.168, 0.053, 0.054, -0.176, -0.039, -0.043, 0.051]}



What is the stability order? It is i, ii, iii, from most stable to least stable.



i | {"formula": "H2N4O3", "method": "wB97M-V/def2-TZVPD", "smiles": "NN(N=O)[N+](=O)[O-]", "homo_ev": -10.14, "symbols": ["N", "N", "N", "N", "O", "O", "O", "H", "H"], "positions_angstrom": [[0.943, -0.772, 1.944], [0.346, 0.290, -0.105], [1.115, -0.607, 0.669], [2.164, -1.460, 0.003], [2.995, -1.866, 0.765], [0.188, -0.010, 2.507], [2.051, -1.612, -1.164], [-0.348, 0.501, 0.645], [-0.282, -0.025, -0.997]], "lowdin_charge": [-0.055, 0.079, -0.144, -0.349, 0.122, -0.024, 0.132, 0.068, 0.170]}



ii | {"formula": "H2N4O3", "method": "wB97M-V/def2-TZVPD", "smiles": "[H]/N=[N+](\\[O-])O.N#[N+][O-]", "homo_ev": -10.63, "symbols": ["N", "N", "N", "N", "O", "O", "O", "H", "H"], "positions_angstrom": [[-2.529, 0.831, -1.216], [-1.551, 0.429, -1.485], [0.341, 0.548, 0.506], [0.952, -0.489, 0.178], [1.476, -0.462, -1.088], [-3.583, 1.275, -0.991], [1.099, -1.495, 0.806], [1.393, 0.399, -1.411], [0.276, 0.596, 1.525]], "lowdin_charge": [-0.300, 0.238, 0.115, -0.479, 0.100, 0.096, 0.065, 0.073, 0.092]}



What is the stability order? It is ii, i, from most stable to least stable.



i | {"formula": "C3H2Cl2OS2", "method": "wB97M-V/def2-TZVPD", "homo_ev": -8.96, "symbols": ["C", "C", "C", "O", "S", "S", "Cl", "Cl", "H", "H"], "positions_angstrom": [[0.815, -0.370, -1.111], [0.918, -0.894, 0.120], [-0.846, 1.151, 0.379], [-1.751, -1.206, 0.673], [-0.551, 0.770, -1.371], [-0.706, -0.419, 1.289], [2.151, -1.941, 0.631], [0.456, 2.194, 0.946], [1.270, -0.828, -2.017], [-1.757, 1.543, 0.463]], "lowdin_charge": [-0.483, -0.872, -1.141, -0.522, 0.836, 0.860, 0.656, 0.580, 0.093, -0.008]}



ii | {"formula": "C3H2Cl2OS2", "method": "wB97M-V/def2-TZVPD", "homo_ev": -9.20, "symbols": ["C", "C", "C", "O", "S", "S", "Cl", "Cl", "H", "H"], "positions_angstrom": [[0.772, -1.734, 0.113], [0.839, 1.684, -0.471], [-1.232, -0.009, 0.509], [0.439, 1.332, -1.531], [-0.873, -1.629, -0.197], [0.059, 1.158, 1.062], [1.207, -3.323, -0.371], [2.448, 2.375, -0.283], [-2.012, 0.445, -0.285], [-1.646, -0.297, 1.456]], "lowdin_charge": [-0.893, -1.157, -0.785, -0.027, 0.779, 0.855, 0.484, 0.634, 0.105, 0.005]}



What is the stability order? It is i, ii, from most stable to least stable.